The following is a DFT calculation (wB97M-V/def2-TZVPD) of a structure of composition C32H44Br4N2O2SSi3Ti.

The geometry in XYZ format:
```
89
Properties=species:S:1:pos:R:3
Ti -1.085 -0.345 -0.658
Br -3.138 -1.242 0.474
C -1.639 -2.037 -1.965
Br -0.550 -2.237 -3.601
H -2.647 -1.862 -2.330
H -1.631 -3.025 -1.512
Br 2.374 1.602 -3.737
C 0.503 1.776 -3.857
C -0.052 2.489 -4.942
C -1.402 2.610 -5.079
Br -2.098 3.583 -6.545
C -2.286 2.017 -4.138
C -3.695 2.076 -4.168
C -4.413 1.457 -3.184
C -3.742 0.762 -2.163
N -2.431 0.692 -2.107
C -1.706 1.314 -3.074
C -0.300 1.197 -2.910
O 0.110 0.518 -1.857
H 0.611 2.937 -5.669
H -4.191 2.612 -4.966
H -5.493 1.485 -3.177
H -4.285 0.251 -1.379
C -1.925 4.057 -1.189
O -1.477 2.861 -0.604
Si -1.685 2.416 1.000
C -1.264 3.928 2.039
C -3.545 2.249 1.217
C -0.545 0.929 1.169
Si -0.822 0.033 2.829
C -0.831 -1.867 2.840
C -2.418 0.532 3.697
C 0.484 0.348 4.159
Si 1.191 1.713 1.033
C 1.367 3.054 -0.278
C 2.615 0.508 0.698
C 1.882 2.606 2.563
H -1.563 4.936 -0.647
H -3.020 4.106 -1.232
H -1.540 4.112 -2.209
H -1.891 4.764 1.716
H -0.229 4.252 1.980
H -1.503 3.743 3.090
H -4.010 2.987 0.554
H -3.859 2.489 2.233
H -3.942 1.270 0.964
H -1.653 -2.200 3.479
H 0.102 -2.235 3.278
H -0.968 -2.338 1.875
H -3.307 0.240 3.139
H -2.478 1.600 3.917
H -2.433 0.002 4.654
H 1.484 0.030 3.859
H 0.188 -0.281 5.005
H 0.540 1.376 4.512
H 0.989 2.784 -1.257
H 2.437 3.269 -0.365
H 0.871 3.977 0.029
H 2.621 0.083 -0.305
H 2.685 -0.293 1.442
H 3.527 1.104 0.801
H 1.154 3.098 3.203
H 2.555 3.378 2.175
H 2.477 1.946 3.191
N 0.407 -1.641 -0.096
S 0.808 -3.135 -0.521
C 1.285 -3.928 0.999
C 0.424 -4.889 1.503
C 0.696 -5.453 2.742
C 1.811 -5.045 3.457
C 2.667 -4.078 2.940
C 2.409 -3.515 1.703
C 2.386 -3.082 -1.363
C 2.714 -1.959 -2.100
C 3.905 -1.959 -2.814
C 4.732 -3.071 -2.800
C 4.374 -4.201 -2.074
C 3.193 -4.214 -1.351
H 1.115 -1.215 0.494
H -0.456 -5.178 0.943
H 0.030 -6.202 3.150
H 2.017 -5.480 4.426
H 3.536 -3.764 3.503
H 3.074 -2.768 1.285
H 2.042 -1.111 -2.137
H 4.173 -1.085 -3.392
H 5.657 -3.064 -3.361
H 5.016 -5.072 -2.069
H 2.912 -5.088 -0.777
```

Output
**HOMO energy**: -7.85 eV
**Relative energy (zero: lowest compared OMol25 entry of this formula, charge and spin)**: 0.0 kJ/mol
**Orbital gap**: 7.111 eV
**Charge**: 0



The following is a DFT calculation (wB97M-V/def2-TZVPD) of a cluster of 8 separate species, C25H73O30P7 in total.

The geometry in XYZ format:
```
135
Properties=species:S:1:pos:R:3
C -1.891 -10.530 19.944
O -3.177 -11.034 19.710
P -4.277 -10.337 18.745
O -3.837 -9.870 17.404
O -5.539 -11.432 18.735
C -6.712 -11.171 18.017
O -4.977 -9.230 19.659
C -5.266 -9.476 21.056
H -1.713 -10.189 20.964
H -1.655 -9.711 19.265
H -1.256 -11.401 19.781
H -7.016 -12.021 17.407
H -6.629 -10.257 17.429
H -7.542 -11.019 18.707
H -4.714 -8.849 21.757
H -5.086 -10.520 21.309
H -6.334 -9.357 21.238
C -16.991 -15.642 9.392
O -16.526 -14.287 9.294
P -15.074 -13.856 8.752
O -14.779 -12.479 8.620
O -14.190 -14.605 9.895
C -13.036 -15.369 9.590
O -14.790 -14.849 7.492
C -13.868 -14.458 6.449
H -17.981 -15.771 8.953
H -17.130 -15.976 10.421
H -16.244 -16.343 9.021
H -12.752 -15.983 10.445
H -12.167 -14.738 9.401
H -13.277 -16.132 8.851
H -14.190 -13.513 6.012
H -13.954 -15.240 5.694
H -12.868 -14.440 6.883
C -11.164 -15.073 22.674
O -11.801 -14.863 23.907
P -13.440 -14.775 24.072
O -14.081 -13.514 23.584
O -14.005 -16.166 23.381
C -15.224 -16.247 22.718
O -13.657 -14.966 25.694
C -12.749 -15.821 26.469
H -10.497 -14.223 22.530
H -11.891 -14.984 21.867
H -10.635 -16.023 22.593
H -15.259 -16.801 21.780
H -15.483 -15.228 22.431
H -16.081 -16.586 23.300
H -13.355 -16.456 27.116
H -12.363 -15.148 27.234
H -11.969 -16.336 25.908
C -17.406 -11.601 13.832
O -17.390 -11.084 15.089
P -18.314 -9.755 15.550
O -19.781 -9.963 15.561
O -17.605 -9.379 16.998
C -17.657 -10.102 18.170
O -17.775 -8.573 14.509
C -18.393 -8.103 13.323
H -18.265 -11.221 13.279
H -17.558 -12.680 13.851
H -16.512 -11.440 13.230
H -18.165 -11.066 18.195
H -18.055 -9.340 18.840
H -16.616 -10.307 18.420
H -19.474 -8.032 13.445
H -18.272 -8.839 12.528
H -18.041 -7.089 13.137
C -10.195 -20.140 13.537
O -9.036 -20.992 13.533
P -9.291 -22.509 13.142
O -10.674 -22.771 12.524
O -8.026 -22.811 12.182
C -6.674 -22.404 12.430
O -8.899 -23.432 14.426
C -9.977 -23.829 15.249
H -11.116 -20.607 13.187
H -10.069 -19.275 12.886
H -10.344 -19.547 14.440
H -6.001 -23.245 12.263
H -6.484 -22.019 13.432
H -6.447 -21.566 11.772
H -10.708 -23.021 15.275
H -9.506 -23.956 16.223
H -10.402 -24.789 14.956
C -22.772 -16.193 21.656
O -21.391 -16.664 21.536
P -21.123 -17.845 20.503
O -22.272 -18.419 19.707
O -19.901 -17.252 19.521
C -20.140 -16.272 18.475
O -20.257 -18.928 21.374
C -20.792 -19.601 22.470
H -22.673 -15.159 21.987
H -23.138 -16.765 22.508
H -23.482 -16.396 20.854
H -19.209 -16.173 17.916
H -20.401 -15.285 18.857
H -20.880 -16.654 17.772
H -21.179 -20.553 22.106
H -21.619 -19.215 23.066
H -19.949 -19.936 23.075
C -12.158 -4.462 12.262
O -12.107 -4.266 13.577
P -11.569 -5.326 14.722
O -10.284 -5.925 14.289
O -11.662 -4.341 16.101
C -10.385 -3.834 16.501
O -12.838 -6.308 14.908
C -12.797 -7.449 14.024
H -11.450 -3.809 11.751
H -13.092 -4.114 11.821
H -11.819 -5.445 11.935
H -10.211 -2.786 16.255
H -9.503 -4.399 16.200
H -10.390 -3.842 17.591
H -13.261 -8.294 14.532
H -11.824 -7.691 13.596
H -13.517 -7.324 13.215
C -11.806 -13.044 14.829
O -11.635 -14.459 15.097
C -12.953 -15.161 15.384
C -12.927 -15.488 16.937
O -14.032 -14.915 17.710
C -14.575 -13.604 17.633
H -11.126 -12.771 14.022
H -11.677 -12.448 15.732
H -12.841 -12.803 14.584
H -13.102 -16.117 14.882
H -13.824 -14.624 15.010
H -12.112 -14.945 17.414
H -12.694 -16.515 17.217
H -14.386 -13.239 18.642
H -15.586 -13.658 17.228
H -13.890 -13.254 16.860
```

Output
**HOMO energy**: -9.44 eV
**Orbital gap**: 9.639 eV
**Structure (SMILES)**: COP(=O)(OC)OC.COP(=O)(OC)OC.COP(=O)(OC)OC.COP(=O)(OC)OC.COP(=O)(OC)OC.COP(=O)(OC)OC.COP(=O)(OC)OC.COCCOC
**Charge**: 0



The following is a DFT calculation (wB97M-V/def2-TZVPD) of a cluster of 3 separate species, C25H50BrFN3O8P2 in total.

The geometry in XYZ format:
```
90
Properties=species:S:1:pos:R:3
C -5.106 2.789 -1.919
C -5.575 2.734 -0.452
C -4.494 2.925 0.645
Br -2.851 3.638 -0.110
N -4.249 1.709 1.536
C -5.557 1.352 2.201
C -5.413 0.314 3.298
N -6.138 -0.715 3.306
C -3.588 0.536 0.870
C -4.424 -0.331 -0.064
C -3.448 -1.307 -0.763
F -5.316 -1.136 0.617
C -3.328 2.217 2.629
C -3.834 2.999 3.671
C -2.929 3.457 4.611
N -1.628 3.214 4.659
C -1.144 2.479 3.663
C -1.966 1.996 2.646
H -5.964 2.456 -2.512
H -4.899 3.801 -2.255
H -4.301 2.090 -2.143
H -6.280 3.560 -0.348
H -6.158 1.821 -0.357
H -4.844 3.710 1.308
H -6.067 2.243 2.559
H -6.247 0.899 1.490
H -4.706 0.498 4.112
H -5.909 -1.253 4.142
H -3.237 -0.116 1.674
H -2.689 0.824 0.336
H -4.933 0.194 -0.870
H -3.427 -2.264 -0.247
H -3.780 -1.450 -1.791
H -2.438 -0.901 -0.840
H -4.877 3.265 3.744
H -3.328 4.086 5.403
H -0.078 2.285 3.676
H -1.468 1.439 1.864
O -0.013 -1.936 -3.420
P 0.617 -3.265 -3.710
O 1.186 -3.534 -2.177
C 0.274 -3.883 -1.150
C -0.183 -5.329 -1.269
O 2.015 -2.784 -4.399
C 2.111 -1.561 -5.134
C 2.619 -0.441 -4.254
O 0.995 -4.835 -4.040
C 0.442 -5.461 -5.227
C 1.019 -4.890 -6.508
H -0.586 -3.202 -1.166
H 0.793 -3.743 -0.201
H -0.795 -5.476 -2.162
H -0.778 -5.617 -0.401
H 0.674 -5.997 -1.351
H 1.153 -1.290 -5.581
H 2.804 -1.747 -5.956
H 2.039 -0.355 -3.335
H 2.581 0.513 -4.781
H 3.652 -0.634 -3.960
H -0.646 -5.366 -5.217
H 0.680 -6.521 -5.152
H 0.676 -3.865 -6.675
H 0.708 -5.487 -7.365
H 2.107 -4.866 -6.465
O 4.019 1.253 3.495
P 5.015 1.306 2.397
O 6.224 2.244 2.912
C 7.084 1.769 3.956
C 8.071 0.729 3.459
O 4.297 2.337 1.340
C 2.911 2.641 1.427
C 2.724 3.963 2.148
O 5.864 0.614 1.191
C 5.378 -0.605 0.579
C 4.118 -0.367 -0.225
H 6.483 1.373 4.780
H 7.623 2.639 4.328
H 7.561 -0.194 3.174
H 8.796 0.487 4.237
H 8.601 1.091 2.578
H 2.358 1.832 1.910
H 2.528 2.721 0.406
H 3.258 3.980 3.097
H 1.670 4.176 2.343
H 3.132 4.767 1.534
H 5.213 -1.364 1.347
H 6.176 -0.963 -0.069
H 3.273 -0.142 0.432
H 3.858 -1.252 -0.807
H 4.239 0.480 -0.900
```

Output
**HOMO energy**: -11.73 eV
**Orbital gap**: 8.789 eV
**Charge**: +1



The following is a DFT calculation (wB97M-V/def2-TZVPD) of an isolated molecule of C5H7NO.

The geometry in XYZ format:
```
14
Properties=species:S:1:pos:R:3
C -2.000 -0.101 -0.042
C -0.533 -0.117 0.274
N 0.008 -1.083 1.299
C 0.056 0.250 1.642
C 1.805 0.442 -0.996
C 0.464 0.063 -0.668
O 0.642 0.541 -1.906
H -2.294 0.884 -0.419
H -2.554 -0.302 0.877
H -2.256 -0.857 -0.791
H 0.882 -1.544 0.989
H 1.052 0.716 1.699
H 2.545 -0.313 -1.251
H 2.182 1.421 -0.707
```

Output
**HOMO energy (spin up / spin down)**: -7.47 / -7.32 eV
**Relative energy (zero: lowest compared OMol25 entry of this formula, charge and spin)**: 574.0 kJ/mol
**Orbital gap (spin up / spin down)**: 7.998 / 7.785 eV
**Charge**: 0



The following is a DFT calculation (wB97M-V/def2-TZVPD) of a structure of composition C29H35Cl5N4Na.

The geometry in XYZ format:
```
74
Properties=species:S:1:pos:R:3
Na 0.150 -0.204 0.446
C 2.189 -2.086 0.743
C 1.070 -2.637 1.393
C 0.930 -1.921 2.632
C 1.973 -0.986 2.680
C 2.758 -1.078 1.527
C 4.065 -0.386 1.232
C 5.216 -1.388 1.433
C 4.088 0.103 -0.221
C 4.290 0.802 2.169
C -0.151 -1.938 3.705
C -1.495 -1.480 3.114
C -0.310 -3.302 4.399
C 0.169 -0.937 4.829
C 0.526 -3.969 0.888
C 0.886 -4.166 -0.597
C 1.218 -5.104 1.674
C -0.996 -4.155 0.955
H 2.635 -2.448 -0.167
H 2.164 -0.298 3.486
H 5.043 -2.278 0.835
H 5.270 -1.689 2.477
H 6.175 -0.955 1.149
H 4.066 -0.744 -0.900
H 4.990 0.680 -0.429
H 3.219 0.728 -0.433
H 4.376 0.457 3.196
H 3.460 1.499 2.113
H 5.204 1.337 1.907
H -1.772 -2.073 2.252
H -1.411 -0.440 2.797
H -2.288 -1.546 3.864
H -0.643 -4.078 3.719
H -1.040 -3.232 5.210
H 0.645 -3.611 4.825
H 0.286 0.068 4.432
H 1.080 -1.215 5.354
H -0.649 -0.915 5.552
H 1.954 -4.316 -0.730
H 0.576 -3.301 -1.179
H 0.381 -5.051 -0.991
H 2.298 -5.008 1.570
H 0.918 -6.089 1.305
H 0.984 -5.046 2.732
H -1.492 -3.363 0.393
H -1.371 -4.159 1.973
H -1.263 -5.116 0.506
N -3.682 0.173 -1.688
C -4.412 0.062 -0.538
C -3.551 -0.434 0.398
N -2.324 -0.617 -0.139
C -2.410 -0.233 -1.397
C -1.339 -0.249 -2.338
N -0.104 -0.632 -2.081
C 0.584 -0.495 -3.237
C -0.234 -0.024 -4.224
N -1.465 0.117 -3.648
H -3.985 0.630 -2.530
H -5.449 0.325 -0.498
H -3.742 -0.670 1.425
H 1.623 -0.751 -3.291
H -0.064 0.204 -5.257
H -2.260 0.566 -4.071
Cl -2.204 2.969 -2.412
C -1.108 3.444 -1.146
C -0.663 2.462 -0.268
C 0.125 2.998 0.752
Cl 0.711 1.920 1.954
C 0.448 4.343 0.890
Cl 1.403 4.907 2.223
C -0.002 5.252 -0.059
Cl 0.397 6.926 0.073
C -0.797 4.799 -1.102
Cl -1.359 5.938 -2.292
```

Output
**HOMO energy**: -3.50 eV
**Relative energy (zero: lowest compared OMol25 entry of this formula, charge and spin)**: 14.9 kJ/mol
**Orbital gap**: 5.303 eV
**Charge**: -1



The following is a DFT calculation (wB97M-V/def2-TZVPD) of a structure of composition C2H4LiOTl.

The geometry in XYZ format:
```
9
Properties=species:S:1:pos:R:3
O -0.525 0.402 -0.821
Tl -1.035 0.278 -2.606
C 0.360 -0.405 -0.197
C 0.700 0.211 1.084
H 0.261 -1.103 0.772
H 0.752 1.291 0.991
H 0.719 -0.160 2.099
Li -2.365 0.291 -0.466
H 1.133 -0.804 -0.855
```

Output
**Spin multiplicity**: 2
**HOMO energy (spin up / spin down)**: -25.81 / -25.74 eV
**Orbital gap (spin up / spin down)**: 9.292 / 6.570 eV
**Charge**: +3



The following is a DFT calculation (wB97M-V/def2-TZVPD) of a cluster of 2 separate species, C4H12 in total.

The geometry in XYZ format:
```
16
Properties=species:S:1:pos:R:3
C 1.363 -1.088 -0.775
C 2.440 -1.607 -1.705
H 0.889 -0.169 -1.126
H 0.541 -1.806 -0.651
H 1.743 -0.869 0.225
H 2.148 -1.743 -2.751
H 3.314 -0.952 -1.710
H 2.796 -2.580 -1.348
C -1.203 1.551 1.028
C -2.603 1.138 1.436
H -0.424 1.166 1.690
H -0.972 1.225 0.012
H -1.095 2.641 1.033
H -2.699 0.055 1.546
H -2.893 1.581 2.396
H -3.345 1.458 0.701
```

Output
**Spin multiplicity**: 2
**HOMO energy (spin up / spin down)**: 1.56 / -7.92 eV
**Relative energy (zero: lowest compared OMol25 entry of this formula, charge and spin)**: 6.9 kJ/mol
**Orbital gap (spin up / spin down)**: 2.633 / 12.342 eV
**Charge**: -1



The following is a DFT calculation (wB97M-V/def2-TZVPD) of the ion C5H4F2N3O with charge +1.

The geometry in XYZ format:
```
15
Properties=species:S:1:pos:R:3
C -0.953 3.346 -0.121
C -1.598 2.176 -0.418
C -1.355 0.085 0.938
C 0.692 -0.155 -0.270
C 2.011 -2.230 -0.547
N -0.593 4.399 0.131
N -1.507 1.154 0.330
N -0.268 -0.671 0.516
O 1.597 -0.866 -0.813
F 2.105 -2.451 0.758
F 1.097 -3.051 -1.006
H -2.105 2.134 -1.278
H -2.009 -0.234 1.730
H 2.935 -2.225 -1.194
H -0.048 -1.412 1.244
```

Output
**Spin multiplicity**: 3
**HOMO energy (spin up / spin down)**: -10.93 / -14.76 eV
**Relative energy (zero: lowest compared OMol25 entry of this formula, charge and spin)**: 17.2 kJ/mol
**Orbital gap (spin up / spin down)**: 4.503 / 6.386 eV
**Charge**: +1



no.,largest force on an atom (eV Å⁻¹)
1,0.52
2,5.81
3,8.74
4,0.34
5,1.32
6,8.84
7,0.62
8,5.73